[1]
The following is a DFT calculation (ωB97M-V/def2-TZVPD) of a cluster of 2 separate species, C6H12N in total at a distorted geometry.

XYZ file:
```
19
Properties=species:S:1:pos:R:3
C 0.694 0.865 1.443
C 0.266 -0.566 1.428
C -0.926 -0.918 2.329
C 1.306 -1.540 0.985
C -0.057 1.484 -3.089
C -0.882 0.744 -2.161
N 0.114 0.579 0.413
H 1.048 1.654 2.008
H -0.890 -0.384 3.237
H -0.912 -1.953 2.649
H -1.789 -0.568 1.768
H 2.137 -1.618 1.608
H 1.591 -1.234 0.055
H 0.779 -2.538 1.034
H -0.169 2.557 -2.767
H 0.857 1.128 -3.258
H -0.696 1.540 -4.058
H -0.594 -0.343 -1.644
H -1.878 1.109 -1.978
```

Results
- Charge: +1
- Energy above the lowest of the compared OMol25 structures with the same formula, charge and spin: 3.322 eV
- F_max: 6.1 eV/A
- Electronic energy: -7892.1398 eV
- LUMO energy (alpha / beta): -4.73 / -8.84 eV
- Frontier orbital gap (alpha / beta): 0.21493 / 0.22836 hartree
- Spin multiplicity: 3
- E_HOMO (alpha / beta): -10.58 / -15.05 eV

=====

[2]
The following is a DFT calculation (ωB97M-V/def2-TZVPD) of the molecule C6H12N2 at a distorted geometry.

XYZ file:
```
20
Properties=species:S:1:pos:R:3
N -0.218 -1.985 1.824
C -0.947 -0.742 1.620
C 0.079 0.353 1.438
N 0.018 0.172 0.002
C 0.219 1.025 -1.021
C 1.614 1.252 -1.502
C 0.648 0.384 -2.312
C -1.259 -0.515 0.121
H -0.896 -2.789 1.715
H 0.154 -2.019 2.781
H -1.791 -0.592 2.278
H -0.168 1.461 1.698
H 1.092 0.098 1.783
H -0.475 1.923 -1.116
H 1.923 2.277 -1.868
H 2.402 0.681 -1.093
H 0.305 0.725 -3.322
H 0.841 -0.690 -2.280
H -2.057 0.240 -0.077
H -1.486 -1.259 -0.671
```

Results
- Charge: 0
- Energy above the lowest of the compared OMol25 structures with the same formula, charge and spin: 2.711 eV
- F_max: 3.2 eV/A
- Electronic energy: -9394.1387 eV
- LUMO energy: 1.12 eV
- Frontier orbital gap: 0.33639 hartree
- SMILES: NC1CN(C2CC2)C1
- E_HOMO: -8.03 eV

=====

[3]
The following is a DFT calculation (ωB97M-V/def2-TZVPD) of the molecule C6H12N2 at a distorted geometry.

XYZ file:
```
20
Properties=species:S:1:pos:R:3
C -2.640 -0.760 0.424
N -1.215 -0.950 -0.038
C -0.600 0.094 -0.472
C -1.143 1.445 -0.530
N 0.667 -0.004 -0.944
C 1.492 -1.237 -0.863
C 2.011 0.047 -0.372
C 2.163 0.181 1.143
H -3.134 -1.473 -0.168
H -2.962 0.232 0.082
H -2.660 -0.943 1.462
H -0.440 2.302 -0.522
H -1.796 1.605 -1.372
H -1.780 1.607 0.363
H 1.106 -2.033 -0.133
H 1.831 -1.630 -1.833
H 2.680 0.583 -0.974
H 1.501 1.070 1.469
H 3.274 0.347 1.513
H 1.646 -0.483 1.763
```

Results
- Charge: 0
- Energy above the lowest of the compared OMol25 structures with the same formula, charge and spin: 2.609 eV
- F_max: 3.8 eV/A
- Electronic energy: -9394.2406 eV
- LUMO energy: 1.04 eV
- Frontier orbital gap: 0.35405 hartree
- SMILES: C/N=C(\C)N1C[C@@H]1C
- E_HOMO: -8.59 eV

=====

[4]
The following is a DFT calculation (ωB97M-V/def2-TZVPD) of the molecule C6H12N2 at a distorted geometry.

XYZ file:
```
20
Properties=species:S:1:pos:R:3
H 1.321 -0.054 1.897
N 1.748 -0.502 1.136
C 1.083 -0.526 0.082
C 1.475 -1.260 -1.109
C -0.327 0.476 -0.020
C -0.160 1.291 -1.262
C -0.662 1.350 1.193
N -1.349 -0.549 -0.267
C -1.638 -1.396 0.615
H 2.247 -1.997 -0.693
H 1.948 -0.569 -1.811
H 0.458 -1.630 -1.562
H 0.830 1.623 -1.230
H -0.784 2.156 -1.278
H -0.298 0.603 -2.126
H -1.530 2.008 1.000
H -0.883 0.744 2.187
H 0.091 2.001 1.474
H -2.302 -2.159 0.184
H -1.267 -1.610 1.590
```

Results
- Charge: 0
- Energy above the lowest of the compared OMol25 structures with the same formula, charge and spin: 2.349 eV
- F_max: 4.9 eV/A
- Electronic energy: -9394.5009 eV
- LUMO energy: 0.95 eV
- Frontier orbital gap: 0.35686 hartree
- SMILES: [H]/N=C(/C)C(C)(C)N=C
- E_HOMO: -8.76 eV